Entry 1:
Entry from the Open Molecules 2025 dataset: the molecule C11H15N3S2 (the ωB97M-V functional and the def2-TZVPD basis).

ORCA input file:
```
! RIJCOSX wB97M-V def2-TZVPD def2/J DEFGRID3
* xyz 0 1
C 3.3941 0.1607 2.9118
C 2.4548 -0.4454 1.8932
C 1.7272 -1.6036 2.2408
C 0.9931 -2.2840 1.2616
C 0.9616 -1.7801 -0.0743
C 0.1550 -2.5818 -1.0447
C 1.6690 -0.6266 -0.4003
S 1.7874 0.0997 -2.0371
C 0.5091 1.4035 -1.7597
C -0.8973 0.8669 -1.7000
N -1.8954 1.5909 -1.2056
N -3.1365 0.9918 -1.1669
C -4.3133 1.5786 -0.7469
N -4.3488 2.9038 -0.4712
S -5.7319 0.7618 -0.9806
C 2.4206 0.0475 0.5999
H 3.9679 -0.6164 3.4351
H 4.1560 0.7740 2.4216
H 2.8586 0.8249 3.6109
H 1.6848 -2.0435 3.2593
H 0.4904 -3.1960 1.5222
H -0.9005 -2.6023 -0.7810
H 0.5035 -3.6229 -1.0157
H 0.2960 -2.1590 -2.0400
H 0.7509 1.9564 -0.8288
H 0.5654 2.1244 -2.5642
H -1.1325 -0.1482 -2.0738
H -3.2598 -0.0257 -1.3186
H -3.5240 3.4143 -0.7415
H -5.2574 3.3361 -0.5908
H 3.0519 0.9003 0.3854
*
```

The SMILES is Cc1ccc(C)c(SC/C=N/NC(N)=S)c1. Its lowest unoccupied orbital energy is 0.0143 Ha. The highest occupied orbital energy comes out at -8.26 eV.


Entry 2:
Entry from the Open Molecules 2025 dataset: a cluster of 7 separate species, C19H23Cl2F5O18 in total (the ωB97M-V functional and the def2-TZVPD basis).

ORCA input file:
```
! RIJCOSX wB97M-V def2-TZVPD def2/J DEFGRID3
* xyz 0 1
O -1.3967 -7.0216 -6.2481
C -1.9266 -5.9758 -6.7302
O -2.7139 -5.1277 -6.0891
C -3.4841 -4.4686 -7.0550
C -2.4413 -4.3672 -8.1291
F -1.6335 -3.3737 -7.7777
O -1.8100 -5.6313 -8.0100
H -4.2910 -5.1239 -7.3829
H -3.8558 -3.5076 -6.6995
H -2.9047 -4.2652 -9.1104
O 7.3948 -4.7781 2.3582
C 6.2597 -5.1482 2.0659
O 5.2004 -4.4606 2.3789
C 4.1242 -5.1408 1.7390
C 4.5561 -6.5481 1.4563
F 4.1896 -6.9315 0.2152
O 5.9596 -6.2170 1.4282
H 3.2941 -5.0993 2.4441
H 3.6174 -4.7307 0.8654
H 4.3101 -7.2472 2.2556
O -9.7550 8.0599 -0.5773
C -8.9784 7.3740 0.0803
O -7.9775 6.6523 -0.3176
C -7.5083 5.8779 0.6946
C -7.7418 6.7912 1.9070
F -6.6759 7.6334 1.8821
O -8.9477 7.3999 1.4456
H -8.0649 4.9733 0.9396
H -6.4630 5.5732 0.6443
H -7.8232 6.2644 2.8578
O 8.2340 3.4825 2.4113
C 7.2484 4.2013 2.5462
O 6.7639 4.7086 3.7517
C 5.5496 5.3249 3.5229
C 5.3361 5.2453 2.0389
F 5.3272 6.4877 1.6109
O 6.3983 4.5612 1.5257
H 4.7228 4.9074 4.0975
H 5.5824 6.3916 3.7449
H 4.4048 4.7499 1.7644
O -1.8306 1.9590 4.3626
C -2.3760 0.9808 4.8994
O -1.7890 0.1493 5.8826
C -2.6949 -0.9335 6.1187
C -3.9866 -0.5011 5.5353
F -4.8014 0.0815 6.3762
O -3.5824 0.5468 4.5964
H -2.2074 -1.8226 5.7189
H -2.7221 -1.1599 7.1846
H -4.4728 -1.3907 5.1350
C 0.5628 -0.8295 -2.2449
O -0.8760 -0.6310 -2.1670
C -1.6513 -1.2487 -1.3137
O -1.3436 -1.8720 -0.3186
O -2.8777 -1.1244 -1.6927
C -3.9856 -1.5787 -0.9831
H 0.8314 -0.3629 -3.1927
H 0.8789 -1.8639 -2.3796
H 1.0525 -0.2482 -1.4636
H -4.1299 -0.9502 -0.1042
H -3.8576 -2.6272 -0.7143
H -4.8217 -1.4211 -1.6645
Cl 8.2547 1.1668 -4.4726
C 9.7245 0.9401 -3.4966
Cl 10.9233 2.2009 -3.9829
H 9.5816 1.0927 -2.4269
H 10.1167 -0.0480 -3.7375
*
```

The SMILES is O=C1OC[C@@H](F)O1.O=C1OC[C@@H](F)O1.O=C1OC[C@@H](F)O1.O=C1OC[C@@H](F)O1.O=C1OC[C@@H](F)O1.COC(=O)OC.ClCCl. Its lowest unoccupied orbital energy is 0.0023 Ha. For the energy above the lowest of the compared OMol25 structures with the same formula, charge and spin, the calculation gives 1.665 eV. The highest occupied orbital energy comes out at -10.76 eV.


Entry 3:
Entry from the Open Molecules 2025 dataset: the molecule C7H12S (the ωB97M-V functional and the def2-TZVPD basis).

ORCA input file:
```
! RIJCOSX wB97M-V def2-TZVPD def2/J DEFGRID3
* xyz 0 1
C -1.5126 1.0050 0.1223
C -1.6372 -0.4296 0.2615
C -0.4000 -1.2213 -0.1086
C 0.4865 -0.6235 -1.1984
C 1.4757 -0.0432 -0.1494
C 1.1476 1.4489 0.1386
S -0.2937 1.7608 1.2538
C 0.8100 -0.9852 0.9101
H -1.2274 1.3000 -0.8928
H -2.5056 1.5390 0.3435
H -2.5207 -0.7361 -0.4317
H -1.9029 -0.6639 1.3766
H -0.6102 -2.2243 -0.3868
H 0.0832 0.0460 -1.9599
H 0.9360 -1.4748 -1.6791
H 2.5673 -0.1882 -0.3543
H 1.9944 1.8705 0.7282
H 1.0742 2.0717 -0.7757
H 1.3893 -1.8868 0.9161
H 0.6461 -0.5650 1.8859
*
```

The SMILES is C1C[C@H]2C[C@@H](CS1)C2. Its lowest unoccupied orbital energy is 0.0342 Ha. For the energy above the lowest of the compared OMol25 structures with the same formula, charge and spin, the calculation gives 1.557 eV. The highest occupied orbital energy comes out at -8.53 eV.


Entry 4:
Entry from the Open Molecules 2025 dataset: a structure of composition C7H3NNdO4S (the ωB97M-V functional and the def2-TZVPD basis).

ORCA input file:
```
! RIJCOSX wB97M-V def2-TZVPD def2/J DEFGRID3
* xyz 3 4
O 0.1902 -1.9123 -1.6290
C 0.8822 -1.1603 -1.1118
Nd 1.8813 0.7682 -0.0203
O -3.1197 0.3781 -3.5055
C -2.0983 0.4662 -3.0364
C 2.2569 0.2977 -2.4678
O 2.2851 -0.0837 -3.5537
C 0.3731 2.3914 -1.4150
O -0.2327 3.1856 -1.9909
S -1.8184 -1.0392 2.2856
C -0.4773 -0.9469 3.3802
C 0.6186 -0.3677 2.8194
N 0.3866 -0.0256 1.4638
C -0.8936 -0.3439 1.0556
H -0.5565 -1.3043 4.3951
H 1.5795 -0.1562 3.2774
H -1.2571 -0.1470 0.0532
*
```

Its expectation value of S² is 3.754. Its lowest unoccupied orbital energy (spin up / spin down) is -0.5380 / -0.5282 Ha. The highest occupied orbital energy (spin up / spin down) comes out at -21.23 / -21.23 eV.


Entry 5:
Entry from the Open Molecules 2025 dataset: a structure of composition C4H14NNbO4PYb (the ωB97M-V functional and the def2-TZVPD basis).

ORCA input file:
```
! RIJCOSX wB97M-V def2-TZVPD def2/J DEFGRID3
* xyz 1 1
C 1.7109 0.2872 1.8786
C 1.5947 0.8051 0.4259
C 0.7890 -0.2766 -0.3519
C 1.7177 -0.8286 -1.4632
Nb -1.2024 0.3256 -1.1574
O -1.3667 2.1108 -0.2745
N -0.9856 3.2382 -1.1538
O -1.8644 3.9343 -1.3838
P -1.6186 -1.0570 1.1072
O -2.2921 -2.5063 0.7444
O -2.6506 -0.3331 2.1221
H 1.5343 -0.7707 1.7747
H 0.8564 0.6497 2.4550
H 2.6496 0.4986 2.3948
H 2.5572 0.9437 -0.0701
H 1.1353 1.7885 0.5390
H 0.4945 -1.1021 0.3051
H 2.0366 -0.0153 -2.1180
H 2.6327 -1.2643 -1.0271
H 1.2054 -1.5805 -2.0650
H -2.9804 0.1933 -1.4692
H -1.1728 -1.3141 -1.9526
H -0.6324 1.0313 -2.7362
H -2.3160 -2.6234 -0.2175
H -3.0981 0.4164 1.7049
Yb 1.2662 -2.5507 1.9884
*
```

Its lowest unoccupied orbital energy is -0.2162 Ha. The highest occupied orbital energy comes out at -10.82 eV.


Entry 6:
Entry from the Open Molecules 2025 dataset: a structure of composition C21H35Br2Cl4FN3O4PS (the ωB97M-V functional and the def2-TZVPD basis).

ORCA input file:
```
! RIJCOSX wB97M-V def2-TZVPD def2/J DEFGRID3
* xyz 0 1
C 2.3324 -0.3393 3.1467
C 3.3600 -1.4358 3.5736
C 3.6153 -2.4001 2.3812
C 5.0245 -2.2864 1.7614
C 5.5041 -0.8481 1.4183
C 5.3875 -0.4895 -0.0877
C 3.9212 -0.1307 -0.3991
C 3.6590 0.2113 -1.8865
C 2.2553 0.8936 -2.0078
C 1.1820 -0.1816 -2.3486
C 0.5081 -0.7206 -1.0649
C -0.9706 -0.3027 -0.9370
C -1.0971 1.2295 -0.8376
Cl -1.6826 1.8370 -2.4689
N -1.9128 1.8273 0.1764
P -1.1974 3.1929 0.9761
O -1.0315 4.2524 -0.2754
Br 0.9379 2.6889 1.5256
C -2.8209 1.0073 0.9693
Br -2.1335 1.1226 2.8942
C -4.2459 1.6451 1.0306
C -4.6187 2.5052 -0.1804
C -5.8563 3.3441 0.2203
F -6.9424 2.5414 0.4762
C -2.8902 -0.5325 0.6725
N -3.4411 -1.1450 1.8591
C -2.8920 -2.1030 2.3501
S -2.1543 -3.3850 2.8794
C -4.0094 -0.7892 -0.4663
O -3.9496 -0.2115 -1.5764
O -4.8950 -1.5386 -0.1287
N -1.6449 -1.1237 0.1519
O -1.8772 -2.3649 -0.4753
H 2.3365 -0.2744 2.0490
H 2.6252 0.6618 3.4812
H 1.2986 -0.5675 3.4291
H 4.2746 -0.9011 3.8437
H 2.9315 -1.9506 4.4363
H 3.5264 -3.4165 2.7956
H 2.8262 -2.3335 1.6232
H 5.0005 -2.8386 0.8095
H 5.7779 -2.7831 2.3806
H 6.5740 -0.7974 1.6621
H 5.0016 -0.0533 1.9803
H 5.7832 -1.2751 -0.7399
H 5.9712 0.4320 -0.2252
H 3.2645 -0.9559 -0.0872
H 3.6641 0.7272 0.2372
H 3.7196 -0.7210 -2.4565
H 4.4612 0.8855 -2.2093
H 2.3178 1.6949 -2.7503
H 2.0475 1.3474 -1.0316
H 1.6587 -1.0059 -2.8830
H 0.4687 0.2700 -3.0466
H 1.0891 -0.4728 -0.1653
H 0.5020 -1.8187 -1.1361
H -1.4403 -0.6213 -1.8684
H -0.0903 1.6530 -0.7682
H -0.7137 3.7850 -1.0682
H -4.2476 2.3141 1.9000
H -5.0068 0.8912 1.2589
H -4.9252 1.9391 -1.0644
H -3.8661 3.2433 -0.4739
H -6.0541 4.0143 -0.6258
H -5.5783 3.9613 1.0855
H -0.9009 -1.2356 0.8580
H -1.2472 -2.9877 -0.0768
C -3.6899 -1.3251 -4.7823
Cl -5.4041 -1.6795 -4.8530
Cl -2.7480 -2.7902 -4.4675
Cl -3.1626 -0.5627 -6.2957
H -3.5227 -0.6331 -3.9625
*
```

Its lowest unoccupied orbital energy is -0.0273 Ha. The highest occupied orbital energy comes out at -8.87 eV.


Entry 7:
Entry from the Open Molecules 2025 dataset: the molecule C3H3N3OS (the ωB97M-V functional and the def2-TZVPD basis).

ORCA input file:
```
! RIJCOSX wB97M-V def2-TZVPD def2/J DEFGRID3
* xyz 0 1
N 0.9367 1.4374 0.0075
C 0.1225 0.3785 -0.0625
C -1.2922 0.3541 0.0447
O -1.9974 -0.7442 0.0017
N -1.3307 -2.0481 -0.0727
N -0.0603 -2.0518 0.0348
C 0.7567 -0.9404 0.0470
S 2.3315 -1.2272 0.0103
H 1.9658 1.2547 -0.1340
H 0.5310 2.3492 -0.1417
H -1.9638 1.2378 0.2650
*
```

The SMILES is Nc1connc1=S. Its lowest unoccupied orbital energy is -0.0403 Ha. For the energy above the lowest of the compared OMol25 structures with the same formula, charge and spin, the calculation gives 4.333 eV. The highest occupied orbital energy comes out at -8.29 eV.


Entry 8:
Entry from the Open Molecules 2025 dataset: a cluster of 2 separate species, C3H5OS in total (the ωB97M-V functional and the def2-TZVPD basis).

ORCA input file:
```
! RIJCOSX wB97M-V def2-TZVPD def2/J DEFGRID3
* xyz -1 1
C 1.9668 0.8110 -0.0695
C -1.0671 -0.9580 -0.0330
C -1.0062 0.5582 0.3388
O 1.9056 1.5508 -0.9997
S 2.8774 -0.1013 0.8790
H -0.0815 -1.2975 -0.3359
H -1.1796 -1.5869 0.8130
H -1.9674 -1.0699 -0.7296
H -0.0164 0.8903 0.6052
H -1.4316 1.2033 -0.4682
*
```

Its lowest unoccupied orbital energy (spin up / spin down) is 0.1321 / 0.1356 Ha. For the energy above the lowest of the compared OMol25 structures with the same formula, charge and spin, the calculation gives 3.124 eV. The highest occupied orbital energy (spin up / spin down) comes out at -3.59 / -0.86 eV.


Repeat the sixth record exactly.
Entry from the Open Molecules 2025 dataset: a structure of composition C21H35Br2Cl4FN3O4PS (the ωB97M-V functional and the def2-TZVPD basis).

ORCA input file:
```
! RIJCOSX wB97M-V def2-TZVPD def2/J DEFGRID3
* xyz 0 1
C 2.3324 -0.3393 3.1467
C 3.3600 -1.4358 3.5736
C 3.6153 -2.4001 2.3812
C 5.0245 -2.2864 1.7614
C 5.5041 -0.8481 1.4183
C 5.3875 -0.4895 -0.0877
C 3.9212 -0.1307 -0.3991
C 3.6590 0.2113 -1.8865
C 2.2553 0.8936 -2.0078
C 1.1820 -0.1816 -2.3486
C 0.5081 -0.7206 -1.0649
C -0.9706 -0.3027 -0.9370
C -1.0971 1.2295 -0.8376
Cl -1.6826 1.8370 -2.4689
N -1.9128 1.8273 0.1764
P -1.1974 3.1929 0.9761
O -1.0315 4.2524 -0.2754
Br 0.9379 2.6889 1.5256
C -2.8209 1.0073 0.9693
Br -2.1335 1.1226 2.8942
C -4.2459 1.6451 1.0306
C -4.6187 2.5052 -0.1804
C -5.8563 3.3441 0.2203
F -6.9424 2.5414 0.4762
C -2.8902 -0.5325 0.6725
N -3.4411 -1.1450 1.8591
C -2.8920 -2.1030 2.3501
S -2.1543 -3.3850 2.8794
C -4.0094 -0.7892 -0.4663
O -3.9496 -0.2115 -1.5764
O -4.8950 -1.5386 -0.1287
N -1.6449 -1.1237 0.1519
O -1.8772 -2.3649 -0.4753
H 2.3365 -0.2744 2.0490
H 2.6252 0.6618 3.4812
H 1.2986 -0.5675 3.4291
H 4.2746 -0.9011 3.8437
H 2.9315 -1.9506 4.4363
H 3.5264 -3.4165 2.7956
H 2.8262 -2.3335 1.6232
H 5.0005 -2.8386 0.8095
H 5.7779 -2.7831 2.3806
H 6.5740 -0.7974 1.6621
H 5.0016 -0.0533 1.9803
H 5.7832 -1.2751 -0.7399
H 5.9712 0.4320 -0.2252
H 3.2645 -0.9559 -0.0872
H 3.6641 0.7272 0.2372
H 3.7196 -0.7210 -2.4565
H 4.4612 0.8855 -2.2093
H 2.3178 1.6949 -2.7503
H 2.0475 1.3474 -1.0316
H 1.6587 -1.0059 -2.8830
H 0.4687 0.2700 -3.0466
H 1.0891 -0.4728 -0.1653
H 0.5020 -1.8187 -1.1361
H -1.4403 -0.6213 -1.8684
H -0.0903 1.6530 -0.7682
H -0.7137 3.7850 -1.0682
H -4.2476 2.3141 1.9000
H -5.0068 0.8912 1.2589
H -4.9252 1.9391 -1.0644
H -3.8661 3.2433 -0.4739
H -6.0541 4.0143 -0.6258
H -5.5783 3.9613 1.0855
H -0.9009 -1.2356 0.8580
H -1.2472 -2.9877 -0.0768
C -3.6899 -1.3251 -4.7823
Cl -5.4041 -1.6795 -4.8530
Cl -2.7480 -2.7902 -4.4675
Cl -3.1626 -0.5627 -6.2957
H -3.5227 -0.6331 -3.9625
*
```

Its lowest unoccupied orbital energy is -0.0273 Ha. The highest occupied orbital energy comes out at -8.87 eV.